{"formula": "C19H49Br3O18S6", "method": "ωB97M-V/def2-TZVPD", "symbols": ["O", "S", "O", "O", "C", "C", "C", "H", "H", "H", "H", "H", "H", "H", "H", "O", "S", "O", "O", "C", "C", "C", "H", "H", "H", "H", "H", "H", "H", "H", "O", "S", "O", "O", "C", "C", "C", "H", "H", "H", "H", "H", "H", "H", "H", "O", "S", "O", "O", "C", "C", "C", "H", "H", "H", "H", "H", "H", "H", "H", "O", "S", "O", "O", "C", "C", "C", "H", "H", "H", "H", "H", "H", "H", "H", "O", "S", "O", "O", "C", "C", "C", "H", "H", "H", "H", "H", "H", "H", "H", "C", "Br", "Br", "Br", "H"], "xyz": [[-3.874, -0.993, 6.458], [-2.784, -0.184, 5.950], [-1.484, -0.742, 5.566], [-3.390, 0.568, 4.801], [-3.955, -0.258, 3.701], [-4.532, 0.730, 2.718], [-2.372, 1.177, 7.101], [-4.728, -0.903, 4.107], [-3.132, -0.854, 3.385], [-4.711, 0.150, 1.796], [-3.745, 1.426, 2.485], [-5.428, 1.269, 3.061], [-1.787, 1.930, 6.558], [-1.681, 0.631, 7.706], [-3.230, 1.618, 7.587], [-1.319, 6.741, -3.281], [-0.133, 6.575, -4.088], [0.895, 7.543, -4.146], [0.629, 5.149, -3.714], [-0.128, 4.112, -2.983], [-1.061, 3.318, -3.837], [-0.576, 6.188, -5.784], [-0.655, 4.566, -2.154], [0.665, 3.547, -2.620], [-1.982, 3.887, -3.986], [-1.427, 2.387, -3.464], [-0.608, 3.131, -4.797], [-0.617, 7.191, -6.183], [-1.595, 5.736, -5.802], [0.016, 5.377, -6.189], [6.255, -1.463, 0.637], [6.013, -0.745, -0.567], [7.142, -0.177, -1.271], [5.173, -1.486, -1.607], [4.317, -2.575, -1.278], [4.497, -3.711, -2.306], [5.010, 0.606, -0.081], [3.271, -2.197, -1.333], [4.524, -2.698, -0.215], [5.524, -4.164, -2.254], [4.186, -3.268, -3.268], [3.826, -4.515, -2.022], [5.034, 1.400, -0.849], [5.716, 0.895, 0.666], [4.087, 0.336, 0.335], [-2.011, -4.986, 1.661], [-2.089, -3.588, 2.088], [-1.908, -2.464, 1.150], [-3.459, -3.261, 2.860], [-4.195, -4.372, 3.468], [-5.122, -3.844, 4.469], [-0.831, -3.358, 3.417], [-3.464, -4.998, 4.026], [-4.709, -4.901, 2.645], [-4.618, -3.173, 5.163], [-5.540, -4.663, 5.111], [-5.982, -3.412, 3.960], [-0.993, -4.143, 4.137], [-0.899, -2.344, 3.880], [0.151, -3.459, 2.829], [-1.104, -6.656, -2.536], [-1.136, -5.277, -2.984], [-0.130, -4.753, -3.810], [-2.489, -5.048, -3.773], [-3.739, -5.604, -3.386], [-4.727, -5.785, -4.595], [-1.372, -4.277, -1.562], [-4.157, -4.939, -2.578], [-3.435, -6.555, -2.897], [-4.966, -4.776, -5.038], [-5.621, -6.196, -4.104], [-4.202, -6.520, -5.225], [-1.099, -3.251, -1.825], [-0.640, -4.710, -0.786], [-2.344, -4.346, -1.160], [3.529, 3.357, -0.201], [3.366, 4.819, 0.006], [2.212, 5.228, 0.758], [4.623, 5.433, 0.651], [5.795, 4.536, 0.875], [6.867, 5.351, 1.591], [3.299, 5.602, -1.557], [6.130, 4.145, -0.055], [5.480, 3.777, 1.580], [7.836, 4.836, 1.516], [6.708, 5.539, 2.572], [7.012, 6.430, 1.226], [3.216, 6.712, -1.367], [2.429, 5.205, -2.095], [4.250, 5.449, -2.118], [-0.355, 0.277, -0.430], [-2.048, 1.176, -0.686], [0.777, 1.522, 0.417], [0.499, -0.419, -2.051], [-0.641, -0.564, 0.219]], "forces_ev_per_angstrom": [[1.2, -0.4, 0.4], [1.3, -0.4, 2.1], [-1.7, 0.1, 0.5], [-0.9, 1.5, -2.3], [-0.8, 1.0, 0.9], [0.5, -0.8, -0.6], [0.1, -0.7, -1.6], [0.0, 0.0, 0.2], [0.4, -0.3, -0.8], [-0.3, 0.4, 0.3], [0.1, 0.5, -0.2], [0.3, -0.4, 0.0], [-0.3, -0.3, -0.1], [0.2, 0.0, 1.0], [-0.1, -0.3, 0.1], [1.0, -0.1, -0.4], [-0.6, -2.9, -0.2], [0.6, 0.7, 0.3], [-1.3, 1.1, 0.2], [-0.4, 1.0, -0.2], [-0.7, 1.0, -0.9], [-1.9, -0.4, 1.1], [0.0, 0.2, 0.2], [1.3, -1.2, 0.8], [0.0, 0.2, -0.3], [0.3, -0.7, 0.8], [0.2, -0.2, -0.5], [0.3, -0.2, -1.0], [0.5, 0.6, 0.3], [0.8, 0.7, -0.2], [-0.1, -1.3, 0.3], [1.5, 2.7, -0.2], [-0.8, -0.7, 0.3], [0.0, -0.4, -1.8], [-1.1, -0.1, 0.3], [0.5, 0.5, 1.2], [1.9, 0.7, -1.3], [0.6, -0.2, -0.1], [-0.1, -1.2, -0.1], [-0.8, 0.8, -0.5], [0.5, -0.6, 0.2], [-0.3, -0.1, -0.2], [-0.5, -0.6, 0.3], [0.0, 0.9, 1.1], [-1.3, -0.3, 0.4], [-0.6, 2.1, 0.4], [1.5, 0.9, 0.1], [-0.5, -2.1, 1.2], [0.3, -0.4, -0.6], [1.4, -1.2, -0.3], [-1.6, -0.1, 1.1], [0.4, 0.7, -1.8], [-0.3, 0.0, -0.9], [0.5, 0.0, 0.6], [-0.2, 0.3, -0.1], [0.5, 0.4, -0.7], [0.0, 0.5, 0.3], [0.2, -0.2, 0.2], [-0.2, -0.8, -0.5], [-1.4, 0.0, 1.1], [0.1, 1.0, -0.4], [-1.8, -2.0, 1.4], [1.1, 0.6, -0.8], [0.4, 0.9, -1.3], [-0.4, -0.3, 1.3], [1.4, 0.7, 1.8], [2.7, -0.2, 0.8], [0.1, -0.5, -0.8], [-0.9, 0.2, -0.4], [0.4, -1.3, 0.1], [0.1, 0.0, -0.6], [-0.8, 0.5, -0.3], [-0.1, -0.2, 0.2], [-1.1, 0.8, -1.1], [-1.1, -0.2, 0.3], [0.2, 2.6, 0.4], [-2.0, -3.1, -0.6], [0.6, 0.1, -0.2], [1.6, -0.3, 0.5], [-0.1, 1.5, 1.7], [1.2, 1.4, -3.4], [0.8, 1.4, -0.4], [0.1, -0.4, -0.7], [-0.2, -0.4, -0.4], [-0.3, 0.1, -0.1], [-1.0, -0.1, 3.2], [-0.2, -1.7, -0.3], [-0.2, -1.2, -0.2], [0.3, 0.2, 0.1], [-0.8, -0.2, 0.4], [-0.6, -0.5, 0.1], [-0.3, -0.2, -0.5], [0.7, 0.2, 0.4], [-0.5, 0.2, 0.4], [0.6, 0.3, -0.4]], "lowdin_charge": [-0.291, 0.571, -0.304, -0.265, -0.202, -0.049, -0.088, 0.104, 0.086, 0.090, 0.067, 0.093, 0.077, 0.051, 0.069, -0.280, 0.608, -0.268, -0.290, -0.238, -0.073, -0.116, 0.118, 0.089, 0.082, 0.032, 0.081, 0.062, 0.077, 0.068, -0.274, 0.527, -0.278, -0.252, -0.252, -0.043, -0.124, 0.105, 0.106, 0.098, 0.089, 0.070, 0.079, 0.053, 0.047, -0.296, 0.634, -0.327, -0.285, -0.260, -0.083, -0.092, 0.129, 0.135, 0.071, 0.108, 0.087, 0.055, 0.052, 0.100, -0.293, 0.551, -0.251, -0.275, -0.274, -0.049, -0.136, 0.123, 0.115, 0.093, 0.074, 0.082, 0.047, 0.107, 0.035, -0.364, 0.546, -0.280, -0.253, -0.188, -0.062, -0.122, 0.110, 0.118, 0.090, 0.029, 0.113, 0.103, 0.050, 0.091, -1.611, 0.578, 0.637, 0.574, -0.047], "e_homo_ev": -10.20, "total_energy_ha": -12218.6467, "charge": 0}

***

{"formula": "C3H8N2O", "method": "ωB97M-V/def2-TZVPD", "symbols": ["C", "C", "C", "H", "H", "H", "H", "H", "H", "N", "N", "O", "H", "H"], "xyz": [[-0.455, -1.325, -0.723], [0.298, -0.094, -1.118], [1.609, 0.098, -0.715], [-0.168, 0.634, -1.767], [0.028, -2.243, -1.071], [-0.474, -1.401, 0.370], [-1.482, -1.290, -1.091], [2.175, 0.910, -1.151], [2.227, -0.737, -0.408], [-1.210, 1.154, 1.622], [-0.165, 1.280, 0.850], [0.931, 0.892, 1.429], [-2.109, 1.290, 1.186], [-1.204, 0.831, 2.587]], "forces_ev_per_angstrom": [[-0.2, 0.0, 0.2], [3.6, -0.3, 0.0], [-2.1, -1.1, -3.6], [-0.1, 0.2, 0.2], [-0.1, 0.1, -0.1], [-0.2, -0.1, -0.1], [0.0, -0.2, 0.1], [-0.1, 0.3, 0.3], [-0.3, 0.1, 0.9], [-0.5, 0.2, -0.1], [3.5, -1.5, 3.5], [-4.3, 2.1, -1.0], [0.2, 0.2, -0.1], [0.6, -0.1, -0.2]], "lowdin_charge": [-0.137, -0.282, -0.051, 0.080, 0.072, 0.060, 0.063, 0.052, 0.063, 0.086, -0.117, -0.127, 0.113, 0.125], "e_homo_ev": -8.04, "total_energy_ha": -303.6997, "relative_energy_kj_mol": 505.2, "smiles": "C=CC.NN=O", "charge": 0}

***

{"formula": "C22H63NO15", "method": "ωB97M-V/def2-TZVPD", "symbols": ["C", "C", "C", "C", "C", "C", "C", "C", "C", "N", "O", "C", "O", "C", "O", "O", "H", "H", "H", "H", "H", "H", "H", "H", "H", "H", "H", "H", "H", "H", "H", "H", "H", "H", "H", "C", "O", "H", "H", "H", "H", "C", "O", "H", "H", "H", "H", "C", "O", "H", "H", "H", "H", "C", "O", "H", "H", "H", "H", "C", "O", "H", "H", "H", "H", "C", "O", "H", "H", "H", "H", "C", "O", "H", "H", "H", "H", "C", "O", "H", "H", "H", "H", "C", "O", "H", "H", "H", "H", "C", "O", "H", "H", "H", "H", "C", "O", "H", "H", "H", "H"], "xyz": [[1.576, -3.645, -0.774], [0.541, -2.384, -1.143], [-0.962, -3.038, -1.167], [0.792, -1.249, 0.012], [-0.437, -0.190, 0.236], [-0.345, 1.174, -0.694], [0.981, 2.167, -0.467], [2.035, 2.086, -1.726], [2.040, 3.413, -2.700], [2.447, 3.217, -4.163], [1.709, 4.655, -2.317], [-1.522, 2.113, 0.036], [-2.250, 2.947, -0.945], [-1.805, 2.326, -2.234], [-2.317, 2.878, -3.337], [-0.899, 1.153, -2.061], [1.373, -3.937, 0.363], [1.276, -4.588, -1.414], [2.705, -3.347, -0.848], [0.830, -2.048, -2.229], [-1.397, -3.186, -0.091], [-0.944, -4.045, -1.804], [-1.664, -2.248, -1.714], [1.123, -1.734, 1.033], [1.725, -0.602, -0.357], [-1.513, -0.638, 0.141], [-0.344, 0.194, 1.363], [1.484, 1.954, 0.592], [0.550, 3.268, -0.407], [3.114, 1.955, -1.246], [1.830, 1.151, -2.433], [2.800, 2.249, -4.330], [3.278, 3.847, -4.341], [-2.270, 1.365, 0.591], [-1.018, 2.636, 0.969], [-1.279, -0.385, -5.118], [-1.551, -1.757, -5.337], [-0.328, -0.292, -4.588], [-1.210, 0.132, -6.079], [-2.075, 0.053, -4.512], [-2.400, -1.808, -5.809], [-2.779, 4.217, 3.065], [-3.151, 3.280, 2.072], [-2.626, 3.692, 4.010], [-1.850, 4.712, 2.771], [-3.575, 4.956, 3.186], [-3.280, 3.775, 1.245], [1.589, -0.109, 3.718], [1.621, 0.486, 2.434], [0.650, -0.654, 3.835], [2.426, -0.804, 3.820], [1.654, 0.669, 4.483], [2.465, 0.962, 2.360], [1.139, 7.421, -5.081], [2.450, 6.949, -4.833], [1.172, 8.150, -5.894], [0.498, 6.585, -5.371], [0.746, 7.900, -4.181], [2.389, 6.304, -4.107], [-5.158, -0.450, 0.035], [-4.238, -0.762, 1.065], [-4.604, -0.132, -0.852], [-5.751, -1.335, -0.207], [-5.812, 0.362, 0.362], [-4.759, -1.040, 1.838], [2.780, -6.268, -3.652], [3.217, -5.021, -3.144], [1.717, -6.390, -3.429], [2.927, -6.293, -4.735], [3.344, -7.074, -3.178], [4.162, -4.941, -3.358], [-4.746, -2.938, 4.406], [-5.255, -2.495, 3.162], [-4.633, -2.078, 5.070], [-5.443, -3.652, 4.852], [-3.772, -3.409, 4.255], [-5.345, -3.279, 2.594], [-8.054, -2.892, 1.839], [-7.439, -3.051, 0.574], [-7.662, -3.649, 2.523], [-7.829, -1.897, 2.233], [-9.135, -3.019, 1.738], [-7.806, -2.366, -0.010], [2.117, -1.753, 6.718], [2.450, -2.907, 5.968], [2.550, -0.876, 6.231], [1.031, -1.645, 6.760], [2.524, -1.844, 7.728], [2.052, -3.668, 6.424], [6.001, 6.067, -5.724], [5.259, 4.892, -5.456], [6.543, 6.359, -4.821], [6.716, 5.873, -6.528], [5.320, 6.871, -6.014], [4.790, 4.657, -6.275], [5.793, -3.677, 7.051], [5.378, -3.368, 8.369], [5.264, -3.027, 6.351], [6.869, -3.510, 6.959], [5.554, -4.720, 6.828], [5.864, -3.960, 8.968]], "forces_ev_per_angstrom": [[-0.9, 0.1, 0.8], [0.7, -1.9, 0.7], [0.0, 1.1, -0.7], [0.3, 0.7, -0.9], [0.6, 0.2, 0.1], [-2.1, 2.6, 3.3], [-0.3, 0.1, -1.0], [0.3, 0.0, 0.0], [-0.8, 4.5, 0.0], [1.0, 0.0, 3.4], [2.0, -7.3, -2.0], [0.0, -2.4, 2.8], [3.7, -3.7, -2.0], [-3.1, 3.3, -3.4], [4.0, -4.5, 6.9], [-1.4, 3.2, 0.2], [0.4, 0.6, -2.3], [1.0, 2.0, 1.1], [-2.2, -0.7, -0.1], [-0.7, -0.3, 2.1], [0.9, 0.1, -2.0], [-0.1, 2.2, 1.5], [1.3, -1.9, 1.1], [-0.9, 0.8, -2.1], [-1.9, -1.4, 0.9], [2.1, 0.7, -0.1], [-0.2, -0.6, -2.7], [-1.2, 0.2, -2.6], [1.1, -2.2, -0.3], [-2.1, 0.4, -1.4], [0.4, 2.0, 1.6], [-0.5, 0.9, 0.4], [-1.4, -0.5, 0.1], [1.2, 1.7, -1.6], [-1.2, -0.3, -2.4], [-0.2, 0.1, -0.1], [-0.4, -0.5, -0.3], [-0.2, -0.1, -0.1], [0.1, 0.3, 0.1], [0.2, 0.3, 0.0], [0.5, -0.1, 0.3], [-0.1, 0.1, -0.2], [-0.3, 0.1, -0.3], [-0.1, 0.0, -0.2], [0.1, 0.2, 0.2], [0.1, 0.1, 0.2], [0.0, -0.4, 0.3], [0.2, 0.0, 0.1], [0.5, 0.5, -0.2], [0.1, 0.1, -0.1], [-0.1, -0.1, 0.2], [-0.1, -0.2, 0.2], [-0.5, -0.3, 0.0], [0.0, -0.2, 0.2], [0.3, -0.3, 0.2], [0.1, -0.1, 0.1], [-0.2, 0.2, 0.0], [-0.2, 0.1, -0.1], [0.0, 0.2, -0.2], [0.0, -0.1, 0.2], [0.0, 0.0, 0.2], [0.0, 0.0, 0.1], [-0.1, 0.1, -0.2], [-0.1, 0.1, -0.2], [0.4, -0.1, -0.2], [0.2, 0.0, -0.1], [0.5, 0.3, 0.0], [0.2, 0.1, 0.0], [-0.1, -0.2, 0.0], [-0.1, -0.2, -0.1], [-0.6, 0.0, 0.2], [0.1, -0.1, 0.0], [-0.2, -0.2, -0.4], [-0.1, -0.1, -0.2], [0.1, 0.0, 0.2], [0.0, 0.0, 0.2], [0.0, 0.5, 0.1], [-0.3, 0.2, -0.1], [0.0, 0.1, -0.5], [-0.1, 0.1, -0.2], [-0.1, -0.1, 0.3], [0.0, 0.0, 0.2], [0.3, -0.4, 0.3], [-0.1, -0.1, 0.2], [-0.1, -0.5, -0.1], [0.0, -0.2, 0.0], [0.0, 0.3, 0.1], [-0.1, 0.2, 0.0], [0.3, 0.4, -0.3], [-0.1, 0.2, -0.2], [-0.4, -0.6, -0.2], [-0.1, -0.1, -0.1], [0.1, 0.2, 0.0], [0.2, 0.1, 0.0], [0.2, 0.2, 0.5], [0.1, -0.1, 0.0], [0.1, -0.2, 0.6], [0.0, -0.1, 0.2], [0.0, -0.1, -0.2], [0.1, 0.0, -0.3], [-0.3, 0.4, -0.3]], "lowdin_charge": [-0.127, -0.367, -0.117, -0.166, -0.102, -0.310, -0.091, -0.105, -0.291, 0.081, -0.062, -0.150, -0.017, -0.216, 0.018, -0.002, 0.085, 0.066, 0.080, 0.133, 0.087, 0.090, 0.083, 0.112, 0.119, 0.112, 0.125, 0.121, 0.126, 0.133, 0.124, 0.075, 0.075, 0.133, 0.143, -0.167, -0.137, 0.071, 0.078, 0.070, 0.080, -0.157, -0.148, 0.080, 0.076, 0.076, 0.077, -0.154, -0.168, 0.090, 0.078, 0.079, 0.090, -0.165, -0.147, 0.075, 0.078, 0.076, 0.048, -0.154, -0.141, 0.077, 0.056, 0.080, 0.042, -0.165, -0.149, 0.077, 0.075, 0.076, 0.084, -0.137, -0.150, 0.085, 0.078, 0.081, 0.090, -0.169, -0.138, 0.073, 0.078, 0.078, 0.082, -0.167, -0.138, 0.064, 0.079, 0.079, 0.088, -0.160, -0.147, 0.082, 0.075, 0.075, 0.085, -0.170, -0.138, 0.071, 0.074, 0.077, 0.081], "e_homo_ev": -9.62, "total_energy_ha": -2058.9453, "relative_energy_kj_mol": 337.9, "smiles": "CC(C)CC[C@]1(CCC(N)=O)COC(=O)O1.CO.CO.CO.CO.CO.CO.CO.CO.CO.CO.CO", "charge": 0}